Entry from OMol25: C10H18Br3F5MgN3O10P as an isolated structure (ωB97M-V/def2-TZVPD).

Geometry as XYZ:
```
51
Properties=species:S:1:pos:R:3:nbo_charge:R:1
C -0.94276 -2.95214 -0.97143 -0.293
O -1.41323 -2.14402 -2.13025 -0.776
P -1.94261 -0.72458 -1.73583 2.526
O -2.33066 -0.56642 -0.35606 -1.042
O -3.30575 -0.44935 -2.63876 -0.689
C -3.86187 0.60364 -2.08727 1.000
O -3.27184 1.66596 -2.23845 -0.798
N -5.05041 0.57157 -1.38623 -0.712
C -4.83486 0.59701 0.04837 0.982
O -4.44263 1.48617 0.65516 -0.461
F -5.10611 -0.53494 0.65016 -0.266
O -0.93968 0.50747 -2.29254 -0.903
C 0.38689 0.50125 -1.88590 0.866
F 1.18452 -0.23539 -2.62186 -0.250
F 0.57144 0.17285 -0.62402 -0.254
C 0.82994 1.98083 -2.05318 0.412
F -0.06158 2.81529 -1.39151 -0.371
F 0.78439 2.30387 -3.37179 -0.316
H -0.73855 -3.97605 -1.38049 0.273
H -1.67441 -3.06485 -0.16475 0.227
H 0.01828 -2.54713 -0.64441 0.198
H -5.61958 1.38721 -1.61260 0.447
H 1.83913 2.16357 -1.66040 0.252
Mg -1.42952 2.52106 -2.70038 1.892
O 2.31557 4.62780 -2.60459 -0.885
H 1.79895 3.82102 -2.59620 0.403
H 2.79366 4.61814 -1.76311 0.488
C 1.47253 -6.93975 -2.23098 -0.484
N 0.77694 -5.62467 -2.18049 0.550
O 0.53581 -5.14747 -1.07844 -0.415
O 0.49195 -5.10807 -3.23367 -0.356
H 1.65954 -7.27282 -1.21624 0.243
H 0.81993 -7.63423 -2.75322 0.253
H 2.40474 -6.79517 -2.77027 0.249
C 0.50654 3.89573 2.54110 0.523
O 0.96381 4.93933 2.11126 -0.634
N 0.96429 3.21062 3.58747 -0.416
C 0.33623 1.97169 4.00210 -0.404
C 2.11524 3.71705 4.32478 -0.420
H -0.36975 3.40987 2.07058 0.073
H -0.02622 2.07185 5.02630 0.212
H 1.06170 1.15992 3.95525 0.202
H -0.50336 1.73555 3.34811 0.200
H 1.88658 4.70682 4.71924 0.229
H 2.96923 3.80103 3.65208 0.213
H 2.36101 3.04603 5.14380 0.216
C 2.90518 -1.71305 2.54233 -0.490
Br 2.09969 -2.82118 1.18145 0.076
Br 3.39516 0.02615 1.84807 0.067
Br 1.79533 -1.58460 4.11702 0.124
H 3.82117 -2.20046 2.85072 0.239
```

## Properties
HOMO = -13.32 eV
total charge = +2
electronic energy = -274037.4441 eV
LUMO level = -9.31 eV


Entry from OMol25: one molecule with the formula C3H4OS3 (ωB97M-V/def2-TZVPD).

Geometry as XYZ:
```
11
Properties=species:S:1:pos:R:3:nbo_charge:R:1
C -2.06013 0.05811 -0.86823 0.234
C -0.18079 -0.12321 1.05607 -0.741
C 2.14538 0.25866 -0.22087 -0.461
H -1.61122 -0.98387 -0.99763 0.145
H -0.98582 -1.03336 1.32209 0.271
H 0.05409 0.43338 2.02004 0.254
H 2.15485 1.26873 0.27995 0.219
O -3.18780 0.24441 -1.46188 -0.504
S -0.80629 1.13705 -0.07935 0.253
S 1.31707 -1.12855 0.55082 0.311
S 3.16066 -0.13135 -1.60103 0.017
```

## Properties
HOMO = -9.08 eV
total charge = 0
SMILES string = O=CSCSC=S
electronic energy = -37726.1546 eV
relative energy (zero: lowest compared OMol25 entry of this formula, charge and spin) = 59.2 kcal per mole
LUMO level = -1.29 eV


Entry from OMol25: C41H46AsCsIN8S as an isolated structure (ωB97M-V/def2-TZVPD).

Geometry as XYZ:
```
99
Properties=species:S:1:pos:R:3:mulliken_charge:R:1
Cs 0.58817 1.34071 -2.06921 1.541
C -0.52114 4.26863 0.17711 -0.669
N -1.70679 3.80812 0.88558 0.064
C -1.49588 3.63646 2.31312 -1.031
C -2.60575 3.00504 0.22486 0.097
N -2.28078 2.42859 -0.87413 0.124
C -3.20325 1.99877 -1.82453 -0.527
C -3.99542 2.93998 -2.45008 -0.232
C -4.78928 2.62545 -3.56402 -1.115
C -4.76778 1.36743 -4.08621 -0.864
C -3.98404 0.35517 -3.47697 1.004
C -3.96197 -0.94331 -4.04559 -1.092
C -3.23350 -1.93761 -3.46114 -1.003
C -2.54310 -1.70031 -2.26406 -0.710
C -2.55885 -0.46105 -1.65174 -0.524
N -1.91239 -0.24492 -0.44933 0.819
C -1.89991 -1.11031 0.50919 -0.701
N -2.80915 -2.14059 0.70306 0.715
C -4.16521 -2.08683 0.21624 -0.886
C -2.35460 -3.46995 1.05483 -1.237
N -0.92401 -1.02141 1.45958 1.120
C 0.15667 -0.07229 1.23518 1.391
C -1.20119 -1.28890 2.86023 -1.355
C -3.22991 0.63730 -2.30296 0.867
N -3.82481 2.86515 0.87158 0.500
C -4.49049 3.99620 1.47516 -1.311
C -4.64976 1.70405 0.65070 -1.298
H -0.16086 5.17660 0.66475 0.329
H -0.78008 4.50452 -0.85254 0.277
H 0.31261 3.55341 0.18075 -0.034
H -1.37785 4.60991 2.79626 0.298
H -0.58517 3.05593 2.49773 0.194
H -2.33986 3.11867 2.76356 0.391
H -3.94755 3.96092 -2.08877 0.553
H -5.39049 3.40035 -4.02476 0.367
H -5.34174 1.11832 -4.97043 0.400
H -4.53071 -1.12277 -4.94987 0.370
H -3.20703 -2.92887 -3.90090 0.490
H -2.00193 -2.50583 -1.78244 0.634
H -4.44489 -1.06968 -0.04311 0.122
H -4.84109 -2.44464 0.99985 0.411
H -4.30759 -2.70889 -0.67486 0.312
H -1.28954 -3.46091 1.27385 0.274
H -2.52480 -4.15890 0.21888 0.361
H -2.89187 -3.85511 1.92803 0.277
H 0.75520 -0.36571 0.37136 -1.102
H 0.80583 -0.08494 2.10644 -0.061
H -0.21949 0.94204 1.07266 -0.561
H -2.13952 -1.82457 2.97208 0.520
H -1.27300 -0.34767 3.41621 0.315
H -0.39527 -1.87762 3.30286 0.256
H -3.81859 4.84871 1.50905 0.391
H -4.81263 3.76311 2.49562 0.340
H -5.38052 4.27386 0.89584 0.337
H -4.01383 0.87384 0.35565 0.399
H -5.41513 1.86219 -0.11924 0.295
H -5.14953 1.44150 1.58820 0.459
S 2.79763 2.90680 -0.53491 -0.783
C 8.07432 1.55478 -0.94810 -0.391
C 7.28008 2.35493 -0.13684 -0.659
C 5.93409 2.06361 0.03659 -0.299
C 5.36383 0.95221 -0.57489 0.374
C 6.16964 0.14817 -1.37379 0.008
C 7.51120 0.45148 -1.57290 -0.752
As 3.44580 0.55055 -0.34051 -0.656
C 3.26091 0.46284 1.62622 1.294
C 2.98000 1.57268 2.41486 -0.138
C 2.70941 1.42868 3.76945 -0.794
C 2.70584 0.16380 4.34905 -0.773
C 2.98910 -0.94919 3.57241 -0.690
C 3.27498 -0.81133 2.21319 0.065
C 3.52998 -1.94441 1.29996 0.262
C 3.36703 -3.28695 1.65383 -0.534
C 3.61984 -4.28261 0.72237 -0.767
C 4.00578 -3.93007 -0.56910 -0.917
C 4.12142 -2.58986 -0.91525 -0.175
C 3.91658 -1.56268 0.00853 -0.206
H 9.12200 1.79104 -1.09415 0.344
H 7.70788 3.22113 0.35531 0.346
H 5.29737 2.71986 0.61715 0.344
H 5.75128 -0.73288 -1.84353 0.099
H 8.11767 -0.18125 -2.21166 0.383
H 2.94281 2.54187 1.92374 0.083
H 2.49638 2.30328 4.37455 0.387
H 2.49196 0.04627 5.40576 0.366
H 2.99328 -1.93124 4.03142 0.364
H 3.04775 -3.56585 2.65282 0.269
H 3.50874 -5.32548 0.99484 0.551
H 4.19473 -4.70560 -1.30520 0.315
H 4.36425 -2.34887 -1.94970 0.423
I 0.48166 -5.96218 -0.49700 0.078
C 0.46632 -4.18540 -1.53277 -1.226
C 0.12274 -4.01667 -2.85257 -0.483
N 0.30301 -2.70796 -3.11400 -0.253
N 0.71560 -2.01302 -2.04430 0.043
C 0.83093 -2.90252 -1.07333 0.842
H -0.20983 -4.71588 -3.59924 0.514
H 0.05677 -2.21369 -3.95443 0.170
H 1.21033 -2.61579 -0.10297 0.273
```

## Properties
HOMO = -2.20 eV
total charge = -1
electronic energy = -135507.2049 eV
relative energy (zero: lowest compared OMol25 entry of this formula, charge and spin) = 0.0 kcal per mole
LUMO level = 1.66 eV


Entry from OMol25: C15H40MnNO18S5 as an isolated structure (ωB97M-V/def2-TZVPD).

Geometry as XYZ:
```
80
Properties=species:S:1:pos:R:3:lowdin_spin:R:1
Mn -3.29718 -0.88151 -1.13099 4.797
N -0.24633 -0.49524 -0.14530 0.006
O 0.60226 -1.34133 -0.45141 0.008
O -0.09617 0.11721 0.88656 0.008
O -1.27993 -0.28774 -0.81600 0.058
O -0.15486 1.28293 -5.05133 0.000
S 0.54711 0.28744 -4.25354 0.000
O -0.12514 -0.94033 -3.76308 0.000
O 1.90307 -0.19827 -5.20170 0.000
C 2.68824 0.84018 -5.78867 0.000
C 4.14849 0.64975 -5.42650 0.000
C 1.35393 1.19232 -2.85892 0.000
H 2.37330 1.85839 -5.56030 0.000
H 2.58189 0.67315 -6.86053 0.000
H 4.50247 -0.35135 -5.67270 0.000
H 4.28848 0.88170 -4.37071 0.000
H 4.81667 1.30477 -5.98561 0.000
H 2.26227 0.69768 -2.51491 0.000
H 0.63370 1.27805 -2.04526 0.000
H 1.62070 2.12149 -3.36247 0.000
O 0.78130 5.80794 0.63941 0.000
S 0.98226 4.42024 0.17522 0.000
O 1.40761 4.15992 -1.17825 0.000
O 1.98831 3.64663 1.29954 0.000
C 2.67456 2.45184 0.87212 0.000
C 3.71340 2.13985 1.91171 0.000
C -0.60953 3.49586 0.42920 0.000
H 3.00746 2.58345 -0.15742 0.000
H 1.90807 1.67703 0.85637 0.000
H 4.42376 2.96082 2.00907 0.000
H 4.26749 1.26810 1.56364 0.000
H 3.19751 2.04728 2.86742 0.000
H -1.39150 4.04683 -0.09333 0.000
H -0.87702 3.39961 1.48149 0.000
H -0.47251 2.52538 -0.04777 0.000
O -3.36681 -0.85568 1.02408 0.040
S -3.10865 -1.57552 2.30913 0.006
O -3.16788 -0.81699 3.54504 0.004
O -4.21831 -2.80940 2.45273 0.001
C -4.33102 -3.46791 3.69711 0.000
C -5.74966 -4.09476 3.74257 0.000
C -1.50521 -2.57515 2.32211 0.001
H -4.24956 -2.78547 4.54312 0.000
H -3.64360 -4.30878 3.78912 0.000
H -6.60255 -3.41628 3.76100 0.000
H -5.86845 -4.76363 4.59497 0.000
H -5.85725 -4.69005 2.83583 0.000
H -0.58399 -1.99640 2.25493 0.000
H -1.61719 -3.23468 1.46153 0.000
H -1.49991 -3.11518 3.26891 0.000
O 4.10822 -5.29676 1.92257 0.000
S 4.39787 -3.87577 2.15734 0.000
O 4.22258 -3.32742 3.50595 0.000
O 5.97435 -3.58440 1.80762 0.000
C 6.55778 -4.35344 0.72799 0.000
C 7.31853 -5.65551 1.10570 0.000
C 3.48235 -2.87467 0.89546 0.000
H 7.26329 -3.62136 0.33503 0.000
H 5.82823 -4.67088 -0.01706 0.000
H 8.17156 -5.48810 1.76327 0.000
H 7.80161 -6.05511 0.21405 0.000
H 6.66128 -6.40889 1.53992 0.000
H 4.00648 -2.91743 -0.05929 0.000
H 3.51485 -1.85631 1.28276 0.000
H 2.41866 -3.10007 0.81886 0.000
O -3.84960 1.05016 -1.05053 0.051
S -4.32780 2.09052 -0.14209 0.012
O -3.49408 2.36515 1.02796 0.003
O -4.59456 3.45507 -1.04792 0.003
C -4.89359 4.69941 -0.51048 0.001
C -5.98872 5.32285 -1.36446 0.000
C -6.05037 1.74213 0.39513 0.002
H -4.00560 5.33120 -0.48960 0.000
H -5.38009 4.65786 0.46404 0.000
H -6.13784 6.35374 -1.04332 0.000
H -6.95277 4.82990 -1.23917 0.000
H -5.75395 5.41823 -2.42460 0.000
H -6.33942 2.62716 0.96194 0.000
H -5.98446 0.85225 1.02112 0.000
H -6.72890 1.47627 -0.41544 0.000
```

## Properties
HOMO (spin up / spin down) = -12.58 / -12.58 eV
total charge = +1
expectation value of S² = 8.75
multiplicity = 6
electronic energy = -140030.3528 eV
relative energy (zero: lowest compared OMol25 entry of this formula, charge and spin) = 65.3 kcal per mole
LUMO level (spin up / spin down) = -5.69 / -5.66 eV


In the order shown, the computed M values come out to 730.246, 152.265, 1017.673, 737.747 g/mol.